# 1
The following is a quantum chemistry calculation of a cluster of 2 separate species, C3H12NS in total at a distorted geometry, from the Open Molecules 2025 dataset.

```
17
Properties=species:S:1:pos:R:3:forces:R:3:lowdin_charge:R:1
C -3.1339 -0.1776 0.7329 -0.8 0.4 -0.2 -0.02
N -1.7448 -0.5521 1.0798 0.7 -0.1 0.4 0.10
H -3.2230 -0.1289 -0.3558 0.2 0.1 0.2 0.11
H -3.3479 0.8003 1.1703 0.0 -0.2 -0.2 0.11
H -3.8652 -0.9036 1.0803 0.3 0.0 0.3 0.10
H -1.5686 -1.5500 0.9774 -0.1 -0.1 -0.2 0.15
H -1.0759 -0.0439 0.4566 0.3 -0.1 -0.1 0.03
H -1.4278 -0.3198 2.0363 -0.6 0.0 -0.3 0.18
C 1.5338 -1.1800 0.0184 -0.3 -0.5 0.9 -0.39
S 1.0193 0.5487 -0.0970 0.2 0.2 -0.3 0.77
C 1.6160 0.9328 -1.7828 -0.1 -0.1 0.3 -0.35
H 1.8486 -1.6642 -0.8940 0.2 0.4 -0.4 0.05
H 2.3036 -1.2554 0.7800 0.2 -0.1 -0.1 0.04
H 0.7130 -1.8104 0.3688 -0.1 0.1 0.1 0.01
H 0.8149 0.6765 -2.4540 -0.1 0.1 -0.5 0.03
H 2.4535 0.2701 -1.9428 0.2 0.0 -0.2 0.03
H 1.9530 1.9651 -1.9035 -0.3 -0.2 0.3 0.05
```
Forces are in eV/Å.

The charge is +1. Its HOMO energy is -12.7 eV. The calculation puts the gap between HOMO and LUMO at 9.22 eV. As for the energy relative to the best compared isomer or geometry (same formula, charge and spin): 9.3 kcal/mol. For the molecular weight, the calculation gives 94.2 g/mol.

---

# 2
The following is a quantum chemistry calculation of a cluster of 2 separate species, C3H12NS2 in total at a distorted geometry, from the Open Molecules 2025 dataset.

```
18
Properties=species:S:1:pos:R:3:forces:R:3:lowdin_charge:R:1
S 1.1096 3.8915 -1.2565 -0.8 -0.4 0.0 0.28
S -0.9287 3.1194 -1.1845 1.2 0.2 0.0 0.27
H 1.2502 3.6844 -2.5743 -0.1 0.0 0.0 -0.20
H -0.9201 3.2942 0.1451 -0.2 0.0 0.0 -0.19
C -1.5043 -1.1285 0.6322 1.6 -1.0 1.1 -0.03
C -0.0025 -0.6995 0.6309 -0.9 0.8 0.4 -0.41
C 0.9694 -1.7875 1.0406 -0.5 0.1 -0.7 -0.05
N 0.3652 -0.2076 -0.7555 0.5 -1.1 -0.7 0.19
H -2.1512 -0.3225 0.2532 0.0 -0.6 0.4 0.09
H -1.5931 -2.1003 0.0981 -0.2 0.8 -0.2 0.10
H -1.6717 -1.4744 1.6994 -0.4 1.0 -1.1 0.11
H 0.1604 0.1845 1.2782 -0.3 -0.4 -0.3 0.15
H 0.9284 -2.5569 0.2541 0.2 -0.1 0.5 0.10
H 0.6112 -2.1907 1.9959 0.5 0.0 -0.3 0.10
H 1.9861 -1.3796 1.0987 -0.2 -0.3 0.3 0.10
H -0.0124 0.6993 -1.0070 -0.3 0.9 0.2 0.04
H 1.3863 -0.1776 -0.8602 -0.2 0.2 0.0 0.17
H 0.0171 -0.8483 -1.4883 0.2 0.1 0.4 0.18
```
Forces are in eV/Å.

The charge is +1. Its HOMO energy is -12.4 eV. The calculation puts the gap between HOMO and LUMO at 8.93 eV. As for the energy relative to the best compared isomer or geometry (same formula, charge and spin): 10.6 kcal/mol. For the molecular weight, the calculation gives 126.3 g/mol.

---

The records above yield LUMO values of -3.5, -3.4 eV, respectively.